8
Properties=species:S:1:pos:R:3 method="wB97M-V/def2-TZVPD" multiplicity=3 lumo_ev="0.409 / -2.731" gap_ev="7.79 / 6.79" s2=2.0146
C 0.40 0.76 0.10
C -1.12 -0.19 -0.30
O 0.39 1.83 0.52
P 1.64 -0.55 -0.50
S 2.69 -0.76 1.09
H -1.84 0.05 0.48
H -1.33 0.13 -1.32
H -0.84 -1.29 -0.07


7
Properties=species:S:1:pos:R:3 method="wB97M-V/def2-TZVPD" total_charge=+1 lumo_ev="-6.007 / -6.051" gap_ev="6.42 / 6.44"
O 0.74 -0.30 -0.16
C -0.44 -0.33 -0.20
C -1.73 -0.41 -0.32
H -2.26 -1.17 0.26
H -2.25 0.32 -0.93
H 3.59 1.42 0.90
Sn 2.35 0.45 0.46


67
Properties=species:S:1:pos:R:3 method="wB97M-V/def2-TZVPD" total_charge=-1 lumo_ev=1.699 gap_ev=7.67
Be 3.51 0.52 1.93
F 3.17 1.51 0.67
O 2.33 0.54 2.92
C 2.93 1.34 3.96
C 4.25 0.72 4.02
O 4.78 0.93 2.67
H 2.30 1.09 4.77
H 2.79 2.39 3.69
H 4.14 -0.36 4.27
H 4.88 1.40 4.61
O 4.53 3.95 5.50
H 4.44 3.51 6.37
H 5.24 4.50 5.80
O 3.88 1.83 7.20
H 4.52 1.13 7.23
H 3.08 1.28 7.17
O -0.27 0.36 4.44
H 0.59 0.12 4.05
H -0.85 -0.37 4.36
O 0.77 2.88 2.22
H -0.12 2.78 1.90
H 1.04 2.02 2.45
O 5.80 0.00 7.12
H 6.06 -0.41 6.28
H 6.22 -0.47 7.79
O 6.77 -1.41 4.96
H 5.98 -1.91 4.66
H 7.09 -0.97 4.22
O 0.91 -2.09 2.80
H 0.94 -1.24 2.36
H 1.45 -1.96 3.57
O 4.27 -2.42 6.82
H 4.54 -1.51 6.97
H 3.98 -2.80 7.68
O 4.82 -2.96 3.58
H 5.04 -3.88 3.53
H 3.92 -3.00 3.18
O 1.85 0.27 7.23
H 2.36 -0.38 7.71
H 1.77 -0.13 6.36
O 2.92 4.50 2.63
H 2.19 3.87 2.68
H 3.72 4.06 2.93
O 6.61 -1.45 1.21
H 6.64 -0.76 1.86
H 7.44 -1.37 0.76
O 7.18 0.47 3.16
H 7.52 1.31 2.88
H 6.23 0.59 3.06
O 1.58 3.38 5.65
H 2.32 2.84 5.92
H 1.26 2.94 4.82
O 2.23 -1.44 5.18
H 2.68 -0.77 4.72
H 2.83 -1.83 5.81
O 3.68 -1.13 1.25
H 4.24 -1.87 1.50
H 3.24 -1.35 0.43
O 7.07 2.18 5.41
H 6.88 2.06 6.36
H 6.81 1.42 4.91
O 0.54 -0.05 0.87
H -0.25 -0.38 0.48
H 0.31 0.82 0.56
O 5.31 3.46 3.06
H 5.01 3.56 3.96
H 5.02 2.54 2.96


66
Properties=species:S:1:pos:R:3 method="wB97M-V/def2-TZVPD" multiplicity=4 lumo_ev="-2.106 / -2.194" gap_ev="7.30 / 7.22" s2=3.7557
V -1.26 -3.02 1.74
O -1.16 -1.13 0.89
C -0.30 -0.88 -0.18
C -0.09 0.68 -0.33
O 0.83 1.17 -1.28
H -0.62 -1.34 -1.05
H 0.70 -1.18 0.09
H 0.29 1.11 0.58
H -1.04 1.10 -0.56
O 0.94 -3.53 2.19
H 1.42 -3.60 3.02
H 1.50 -3.62 1.44
O -0.97 -1.88 3.70
H -1.32 -1.02 3.92
H -0.88 -2.41 4.50
O -2.42 -2.34 -2.19
H -2.59 -1.60 -1.57
H -1.46 -2.52 -2.06
O 0.33 -2.79 -2.68
H 0.25 -1.87 -2.98
H -0.02 -3.15 -3.47
O -3.38 -0.47 -0.47
H -2.55 -0.60 0.06
H -3.57 0.48 -0.50
O -0.72 2.73 -2.73
H -0.26 2.18 -2.09
H -1.28 2.12 -3.24
O -3.43 -2.69 1.86
H -4.10 -3.38 1.80
H -3.81 -1.81 2.08
O 2.78 0.98 0.85
H 3.55 0.88 0.30
H 2.12 0.96 0.19
O 1.29 -0.42 2.45
H 2.03 0.02 2.03
H 0.62 -0.58 1.75
O 2.45 -0.94 -1.58
H 1.75 -0.33 -1.38
H 2.56 -0.95 -2.56
O 3.93 -1.63 1.58
H 3.45 -1.79 2.34
H 3.33 -1.10 1.02
O 0.93 3.68 -0.25
H 0.87 2.75 -0.48
H 1.30 3.93 -1.11
O 1.99 -3.60 -0.24
H 2.39 -2.72 -0.38
H 1.82 -3.98 -1.13
O -1.91 1.04 2.09
H -2.08 1.77 1.43
H -1.52 0.28 1.59
O 2.48 2.16 -3.04
H 2.03 1.65 -2.34
H 2.84 2.97 -2.67
O -0.09 -0.30 -3.35
H -1.04 -0.23 -3.39
H 0.13 0.24 -2.60
O -1.63 3.59 1.19
H -0.69 3.77 0.88
H -1.94 4.30 1.73
O 0.53 2.38 2.70
H 1.01 1.61 2.41
H -0.40 2.41 2.39
O -2.25 4.36 -1.11
H -1.58 3.84 -1.56
H -2.11 4.24 -0.21


10
Properties=species:S:1:pos:R:3 method="wB97M-V/def2-TZVPD" total_charge=+3 lumo_ev=-16.862 gap_ev=7.11
B -0.79 0.86 -0.76
C 0.04 -0.52 -0.91
C 0.33 -0.95 0.49
O -0.32 -1.64 1.13
Br 2.09 -0.09 1.39
H -0.34 1.88 -1.15
H -1.81 0.77 -0.12
H -0.56 -1.29 -1.39
H 0.93 -0.37 -1.50
Y 0.42 1.35 2.81


12
Properties=species:S:1:pos:R:3 method="wB97M-V/def2-TZVPD" total_charge=+1 multiplicity=2 lumo_ev="-7.290 / -7.291" gap_ev="6.56 / 6.37" s2=0.7570
C -1.32 -0.51 0.10
O -0.04 -0.53 0.83
B 1.06 0.07 0.05
O 2.21 -0.82 -0.34
C 1.20 1.65 -0.40
O 1.25 2.01 -1.71
O 1.31 2.80 0.56
H -1.72 -1.63 0.07
H -2.11 0.13 0.73
H -1.24 -0.14 -1.02
H 2.80 -0.91 0.48
Cu -3.39 -2.14 0.64


11
Properties=species:S:1:pos:R:3 method="wB97M-V/def2-TZVPD" lumo_ev="-2.420 / -3.902" gap_ev="7.11 / 4.87"
C -0.74 -1.18 -0.28
C 0.29 1.47 0.78
P 0.23 0.32 -0.68
S -0.59 1.32 -2.22
Br -2.59 -0.69 0.29
Br 2.17 2.03 0.55
Br 2.53 -2.94 -0.35
H -0.79 -1.76 -1.10
H -0.34 -1.96 0.57
H 0.17 1.00 1.75
H -0.35 2.39 0.69


10
Properties=species:S:1:pos:R:3 method="wB97M-V/def2-TZVPD" lumo_ev="-0.153 / -0.878" gap_ev="8.72 / 7.25"
C 0.26 -0.72 1.60
C -0.74 0.38 -2.28
N -0.21 0.41 0.92
Cl -0.96 -1.22 -2.52
Br 1.05 1.12 -2.30
I 0.56 2.21 1.12
H 1.15 -1.21 0.92
H 0.84 -0.60 2.51
H -0.55 -1.38 1.71
H -1.40 1.01 -1.70


9
Properties=species:S:1:pos:R:3 method="wB97M-V/def2-TZVPD" lumo_ev=0.775 gap_ev=11.03
C 0.35 0.61 0.07
C 0.09 -1.01 0.10
O -0.79 1.40 0.15
F 0.23 -1.43 -1.14
Br -1.71 -1.39 0.70
H 1.00 0.87 -0.90
H 0.90 0.79 0.96
H 0.88 -1.57 0.81
H -0.95 1.73 -0.76


8
Properties=species:S:1:pos:R:3 method="wB97M-V/def2-TZVPD" lumo_ev=0.160 gap_ev=9.00
C -0.14 -0.98 0.62
C 0.24 0.84 -0.65
Br 1.03 -0.77 2.18
I -1.23 0.83 -2.08
H -0.08 -1.88 0.06
H -1.14 -0.66 0.73
H 1.21 1.03 -0.98
H 0.12 1.59 0.12


| no. | calculated total energy (a.u.) |
| --- | --- |
| 1 | -892.677379 |
| 2 | -367.045737 |
| 3 | -1796.249557 |
| 4 | -2625.374282 |
| 5 | -2789.634794 |
| 6 | -2044.451989 |
| 7 | -8540.102463 |
| 8 | -3465.089494 |
| 9 | -2827.682611 |
| 10 | -2950.201979 |